(1)
DFT (wB97M-V/def2-TZVPD) results for C8H11GeMoN2S5Sb as an isolated structure at a distorted geometry.

Summary:
Spin multiplicity ... 2
HOMO-LUMO gap (alpha / beta) ... 0.2387 / 0.2439 hartree
Lowest unoccupied orbital energy (alpha / beta) ... -6.064 / -5.926 eV
Energy relative to the best compared isomer or geometry (same formula, charge and spin) ... 5.89 kcal per mole
Total charge ... +1
Electronic energy ... -130531.8892 eV

Last column: Mulliken spin population.
CARTESIAN COORDINATES (ANGSTROEM)
Sb -1.60 1.39 4.50  0.01
Mo -0.75 -0.98 1.13  1.17
Ge 2.03 0.12 -0.33  0.00
S -2.13 0.81 0.52  -0.06
S -0.85 -1.96 3.25  -0.04
S 0.04 -0.13 3.33  -0.01
S -1.26 3.19 3.38  0.00
S -2.62 -2.00 0.24  -0.08
N -4.66 2.28 -2.02  0.00
N -4.89 -1.88 -2.99  0.00
C -4.42 -1.10 -2.27  0.00
C -3.03 -0.41 -0.39  0.03
C 1.32 0.36 -2.09  0.00
C 3.84 -0.65 -0.32  0.00
C -3.84 -0.10 -1.42  0.00
C 1.96 1.47 1.08  0.01
C 0.90 -1.43 0.14  -0.04
C -4.24 1.25 -1.74  0.00
H 1.86 1.14 -2.62  0.00
H 3.98 -1.11 0.64  0.00
H 0.23 0.55 -2.10  0.00
H 2.34 2.46 0.86  0.00
H 0.83 -2.03 -0.76  0.01
H 2.60 1.02 1.85  0.00
H 0.98 1.65 1.52  0.00
H 1.41 -0.55 -2.73  0.00
H 4.60 0.11 -0.50  0.00
H 3.97 -1.42 -1.08  0.00
H 1.41 -2.06 0.90  0.01

***

(2)
DFT (wB97M-V/def2-TZVPD) results for C41H32BrN10O2STc as an isolated structure at a distorted geometry.

Summary:
Spin multiplicity ... 4
HOMO-LUMO gap (alpha / beta) ... 0.2619 / 0.1223 hartree
Lowest unoccupied orbital energy (alpha / beta) ... -7.798 / -11.643 eV
Total charge ... +3
Electronic energy ... -145087.1697 eV

Last column: Mulliken spin population.
CARTESIAN COORDINATES (ANGSTROEM)
Tc 0.80 -0.64 0.85  1.89
Br 2.93 3.12 -5.58  0.02
S 0.41 -1.59 2.93  -0.03
O 2.15 0.14 -1.30  -0.01
O -0.35 0.69 -1.18  0.09
N -1.52 -1.02 4.67  0.01
N 2.82 -0.39 1.62  -0.06
N -1.18 -1.22 0.30  -0.05
N 0.26 1.36 1.63  -0.02
N -2.42 3.12 -3.95  -0.02
N 1.37 -2.34 0.10  0.07
N 3.59 -2.61 1.04  0.03
N -0.95 0.79 3.61  0.00
N -2.43 2.02 -2.02  0.08
N -0.56 -2.97 -1.23  0.03
C 2.47 1.54 -3.29  0.08
C -1.70 2.42 -3.04  0.05
C 2.67 -4.17 -0.55  0.00
C 1.87 2.38 -4.22  0.03
C -6.02 3.68 -3.26  0.19
C -1.59 -2.42 5.11  0.00
C 0.64 -3.12 -0.85  0.01
C 2.62 -2.99 0.30  0.01
C 3.71 -1.42 1.70  0.02
C 4.30 0.93 3.00  0.00
C 3.52 -0.27 -1.48  0.00
C -3.72 3.19 -3.48  0.14
C 0.25 4.04 2.38  0.00
C -0.29 1.75 2.79  -0.01
C 2.26 -6.17 -2.39  0.00
C 0.33 1.28 -2.21  0.15
C -0.70 -0.54 3.73  0.02
C -6.03 3.00 -2.03  0.10
C -3.82 -1.58 -0.53  0.01
C 4.90 -1.29 2.43  0.00
C -2.32 0.00 5.15  0.00
C 3.15 0.75 2.28  0.03
C 1.68 0.99 -2.29  -0.06
C -2.79 -2.28 -1.10  0.00
C -0.27 2.13 -3.15  0.01
C -3.51 -0.69 0.50  0.00
C 5.20 -0.13 3.09  0.01
C -1.48 -2.12 -0.66  0.02
C 3.67 -5.11 -0.71  0.00
C -3.72 2.51 -2.26  0.25
C 1.50 -4.22 -1.29  0.00
C -0.29 3.07 3.21  0.00
C 3.44 -6.12 -1.64  0.00
C 0.53 2.68 -4.16  -0.01
C -2.20 -0.53 0.86  0.03
C 1.26 -5.21 -2.22  0.00
C 0.79 3.66 1.17  0.01
C -4.89 2.41 -1.51  -0.02
C 0.80 2.32 0.84  -0.01
C -1.98 1.12 4.49  0.01
C -4.86 3.78 -4.01  -0.04
H 1.23 4.37 0.49  0.00
H -6.96 2.95 -1.47  0.00
H -0.60 -2.79 5.34  0.00
H 4.58 -5.07 -0.13  0.00
H 4.49 1.88 3.48  0.00
H 4.19 -6.88 -1.80  0.00
H -4.84 -1.71 -0.86  0.00
H -2.95 -3.00 -1.89  0.00
H 5.55 -2.15 2.43  0.00
H 2.45 1.57 2.23  0.00
H 3.52 1.33 -3.37  0.00
H -4.28 -0.12 1.01  0.00
H -2.05 -3.02 4.33  0.00
H -0.69 3.33 4.18  0.00
H 1.28 1.99 -0.06  -0.01
H -2.40 2.11 4.54  0.00
H 4.18 0.59 -1.36  0.00
H -4.91 1.91 -0.56  -0.01
H 3.64 -0.71 -2.47  0.00
H -3.07 -0.16 5.91  0.00
H -2.08 3.50 -4.82  0.00
H 0.34 -5.25 -2.78  0.00
H -6.93 4.12 -3.63  0.00
H 3.74 -1.01 -0.73  0.00
H 6.12 -0.04 3.65  0.00
H -1.32 1.07 -1.23  -0.02
H 0.25 5.07 2.70  0.00
H 2.12 -6.96 -3.10  0.00
H -4.85 4.31 -4.95  0.00
H 0.10 3.34 -4.89  0.00
H -2.20 -2.46 6.01  0.00
H -1.95 0.20 1.61  -0.01

***

(3)
DFT (wB97M-V/def2-TZVPD) results for C37H55F2NO28PS as an isolated structure at a distorted geometry.

Summary:
HOMO-LUMO gap ... 0.2592 hartree
Lowest unoccupied orbital energy ... 2.018 eV
Total charge ... -1
Electronic energy ... -123639.9631 eV

Last column: Mulliken charge in e.
CARTESIAN COORDINATES (ANGSTROEM)
S -1.60 0.46 -1.84  1.36
P 0.87 0.78 -0.45  0.26
F -3.20 0.53 -1.82  -0.28
F -2.90 -2.06 3.46  -0.44
O 10.09 0.08 -1.37  -0.34
O -1.72 0.96 1.95  -0.23
O 4.55 0.92 -1.81  -0.11
O -1.14 1.73 -2.33  -0.41
O -1.13 -0.54 -2.73  -0.70
O -4.30 5.22 -6.63  -0.53
O -0.04 1.74 6.39  -0.52
O 1.47 4.28 -4.87  -0.31
O -0.14 -1.67 3.81  -0.31
O 4.72 -1.21 -2.46  -0.34
O 4.82 -0.69 -0.26  -0.58
O -4.19 -6.43 -0.40  -0.47
O -0.61 0.57 8.23  -0.34
O -3.10 -8.37 -0.78  -0.34
O -2.33 2.31 0.24  -0.59
O 10.62 1.23 -3.24  -0.54
O -0.01 4.55 -6.52  -0.35
O -2.10 0.85 6.57  -0.25
O 3.58 3.36 0.05  -0.39
O 5.21 4.80 -0.55  -0.34
O -5.76 4.58 -5.04  -0.34
O 3.15 5.56 -0.10  -0.30
O -3.82 -7.89 1.28  -0.30
O 8.54 0.40 -2.95  -0.31
O 2.03 5.51 -6.68  -0.57
O 0.30 -2.18 -0.66  -0.70
O -4.34 3.09 -5.90  -0.31
O 0.20 -2.89 1.42  -0.71
N -4.44 -5.08 2.49  -0.43
C 3.99 6.71 -0.23  -0.35
C 0.88 2.60 0.00  -0.42
C -4.76 4.38 -5.93  0.68
C -0.40 -0.44 3.17  -1.60
C -2.44 -1.79 -0.03  -3.53
C -2.73 -3.20 0.57  -0.23
C -0.56 3.55 -5.65  0.13
C 5.19 6.17 -0.96  -0.36
C 3.94 4.46 -0.18  0.59
C 2.11 0.03 0.68  -0.40
C -1.86 0.10 8.73  -0.37
C 1.03 2.90 1.51  -1.25
C -4.96 2.45 -4.78  -0.01
C 9.83 0.63 -2.58  0.65
C -1.54 -0.47 2.12  1.00
C -4.91 -3.85 1.84  -0.93
C 1.24 4.84 -6.08  0.60
C -6.18 3.30 -4.55  -0.40
C -0.84 1.12 7.00  0.68
C -0.91 0.25 -0.09  0.51
C -3.39 -9.25 1.31  -0.33
C -1.27 -1.03 0.69  3.08
C -0.15 -2.13 0.50  -0.28
C -2.52 -9.35 0.08  -0.35
C -3.75 -7.46 0.00  0.56
C 4.68 0.95 -3.23  -0.23
C -2.84 -0.79 2.92  0.42
C 1.24 -1.90 3.99  -0.76
C -4.16 -0.41 2.25  -1.92
C 0.23 3.76 -4.38  0.21
C -4.24 -3.57 0.50  -1.33
C 4.71 -0.36 -1.40  0.56
C 8.85 -0.35 -0.81  -0.37
C 7.98 -0.54 -2.03  0.36
C -2.66 -0.11 7.47  -0.29
C -1.75 1.35 0.65  -0.88
C 4.33 -0.47 -3.62  -0.45
H -2.23 -3.93 -0.07  0.53
H -3.35 -1.18 -0.11  0.63
H -1.72 -0.81 9.30  0.31
H 2.69 0.76 1.26  0.55
H 4.01 1.68 -3.67  0.30
H -0.23 4.51 -3.72  0.16
H -2.28 -3.33 1.56  0.55
H -4.27 -9.90 1.26  0.26
H 8.47 0.43 -0.14  0.30
H 0.49 0.07 2.79  0.41
H 2.08 2.82 1.78  0.31
H 1.78 -0.74 1.38  -0.01
H -2.29 0.87 9.38  0.25
H -4.38 -4.45 -0.15  0.62
H 0.50 2.21 2.16  0.15
H 2.84 -0.45 0.03  -0.07
H -4.88 -5.11 3.40  0.23
H 1.81 2.96 -0.50  0.31
H -2.84 -9.46 2.23  0.29
H -6.47 3.36 -3.50  0.32
H -2.56 -10.33 -0.39  0.29
H -4.54 -1.17 1.57  0.27
H -4.91 -2.99 2.53  0.38
H -3.43 -5.01 2.59  0.25
H 5.71 1.21 -3.49  0.26
H 1.82 -0.98 4.12  0.32
H 0.75 3.94 1.75  0.37
H -3.73 0.07 7.62  0.34
H -5.98 -4.03 1.63  0.41
H -2.80 -0.12 3.79  0.58
H -1.48 -9.08 0.27  0.27
H 0.38 2.84 -3.82  -0.03
H -7.04 2.97 -5.14  0.25
H -4.27 2.48 -3.93  0.04
H 6.12 6.66 -0.68  0.29
H 3.26 -0.61 -3.78  0.32
H -0.39 2.57 -6.08  0.28
H 8.07 -1.54 -2.45  0.24
H -4.90 -0.34 3.06  0.46
H 1.37 -2.48 4.91  0.29
H 0.06 3.13 -0.48  0.70
H 6.94 -0.32 -1.84  -0.30
H -2.53 -1.11 7.05  0.23
H 4.24 7.08 0.77  0.27
H -2.14 -2.02 -1.05  0.98
H -5.20 1.42 -5.00  0.32
H 4.87 -0.82 -4.50  0.33
H -1.63 3.70 -5.51  -0.10
H -4.14 0.58 1.78  0.39
H -4.82 -2.77 0.01  0.50
H 3.48 7.50 -0.78  0.30
H 8.98 -1.27 -0.24  0.32
H 1.68 -2.45 3.14  0.19
H 5.08 6.21 -2.04  0.28
H -0.76 0.24 3.97  0.44

***

(4)
DFT (wB97M-V/def2-TZVPD) results for a single C5H11NO molecule at a distorted geometry.

Summary:
HOMO-LUMO gap ... 0.3476 hartree
Lowest unoccupied orbital energy ... 0.997 eV
Energy relative to the best compared isomer or geometry (same formula, charge and spin) ... 44.82 kcal per mole
Electronic energy ... -8899.7536 eV
SMILES ... CCCNCC=O

Last column: Mulliken charge in e.
CARTESIAN COORDINATES (ANGSTROEM)
O 1.83 -0.43 2.14  -0.49
N 0.29 -1.26 -0.05  -0.29
C 0.56 1.64 -1.20  -1.04
C -0.52 -0.72 -1.12  -0.88
C -0.73 0.82 -0.98  -0.39
C -0.26 -1.16 1.29  -0.57
C 0.64 -0.42 2.23  -0.03
H 1.29 -1.08 0.06  0.27
H -1.53 -1.14 -1.05  0.33
H -0.05 -0.95 -2.07  0.42
H 0.23 0.15 3.09  0.38
H -1.33 -0.97 1.35  0.36
H 0.30 2.50 -1.81  0.34
H -1.30 1.06 -0.08  0.34
H 1.36 1.03 -1.61  0.30
H -0.23 -2.16 1.78  0.32
H 0.93 1.95 -0.22  0.23
H -1.48 1.12 -1.73  0.39

***

- Look up the electronic energy of the third one.
  -123639.9631 eV